1.
Here is a cluster of 4 separate species, C27H51NO10S in total from the Open Molecules 2025 dataset. Energies are from ωB97M-V/def2-TZVPD.

The geometry in XYZ format:
```
90
Properties=species:S:1:pos:R:3:forces:R:3
C -2.270749 -1.820015 -0.661135 0.06 0.67 -1.20
C -1.883682 -2.872240 -1.816237 -0.75 -0.29 0.15
C -1.232269 -4.237543 -1.290846 0.47 0.77 -0.51
C -0.058665 -4.029162 -0.199703 -0.08 -1.39 -0.27
C -0.637370 -4.264396 1.279119 0.86 -0.49 -0.42
C 0.071809 -3.407556 2.421739 -0.48 0.98 2.54
S 1.028723 -4.478367 3.633078 0.32 -0.79 -0.17
N 1.051133 -2.336151 2.058618 -1.25 1.19 -0.87
C 0.206427 -1.123042 1.868098 -0.66 2.53 -1.36
O 0.281458 -0.285589 0.943428 0.09 -3.18 3.18
C -0.800475 -1.049888 3.114751 0.18 -0.37 -1.13
C -2.096984 -0.119574 3.038796 0.19 -0.08 0.13
C -2.089281 0.800783 4.372691 -0.07 -0.38 -0.55
C -1.159533 2.099653 4.140502 -0.23 0.31 -0.59
C 0.161133 2.105658 5.025681 -0.10 -0.70 3.68
O 0.030733 1.801957 6.240771 0.52 1.11 -4.10
O 1.453068 2.464694 4.592969 -2.75 -0.99 -0.56
C 1.697296 2.117781 3.198756 1.18 -0.22 -1.21
C 3.284528 1.810084 3.069028 -1.74 0.56 0.74
C -0.955590 -2.626403 3.408183 -0.01 0.31 2.44
O -2.284619 -3.185779 3.520289 0.61 0.51 -0.38
H -1.494844 -0.975297 -0.715469 -1.16 -1.27 0.65
H -3.277615 -1.340095 -0.949397 1.45 -0.73 0.59
H -2.368866 -2.270232 0.377259 0.24 0.63 -1.31
H -2.867905 -3.127963 -2.356234 1.68 0.26 0.57
H -1.191462 -2.370589 -2.582562 -0.97 -0.70 1.16
H -2.083432 -4.894153 -0.895358 1.39 0.72 -0.42
H -0.744633 -4.744464 -2.201181 -0.95 0.54 1.33
H 0.689305 -4.886166 -0.390306 -0.93 1.46 0.33
H 0.523211 -3.063201 -0.339859 -1.00 -1.07 0.27
H -0.446025 -5.370738 1.541746 -0.44 1.66 -0.36
H -1.767255 -4.141654 1.224842 1.56 0.15 0.66
H 1.597744 -3.600399 4.569439 -0.88 -0.33 -1.23
H 1.590551 -2.093166 2.912181 -0.21 -0.46 -0.81
H -0.127758 -0.644750 3.944693 -0.81 -0.46 -1.01
H -3.064742 -0.734170 2.960438 1.58 0.67 0.31
H -2.067192 0.513132 2.076761 0.12 -0.83 1.51
H -1.688884 0.174243 5.247243 -0.63 1.06 -1.21
H -3.164310 1.096076 4.627941 1.60 -0.21 -0.35
H -0.970881 2.210541 3.015426 -0.06 -0.13 1.67
H -1.774294 3.022699 4.441674 1.18 -1.25 -0.23
H 1.071012 1.221098 2.887655 0.88 1.07 0.47
H 1.405858 2.984097 2.516841 0.35 -1.02 0.90
H 3.528117 1.091673 3.934716 -0.09 1.06 -1.48
H 3.528390 1.372531 2.050212 -0.35 0.68 1.57
H 3.798534 2.823885 3.240431 -0.47 -1.77 -0.35
H -0.552730 -2.732481 4.476980 -0.22 0.06 -1.71
H -2.481342 -3.364454 4.461233 0.35 0.21 -0.88
C -2.464665 0.383525 -7.162795 -0.13 -0.11 -0.15
C -1.935977 -0.139466 -5.842960 0.00 0.15 -0.30
O -2.871514 -1.048480 -5.239704 -0.10 0.08 0.60
C -2.960652 -2.356505 -5.537421 -0.56 -0.73 0.12
C -2.235710 -2.885107 -6.743155 0.69 -0.17 0.01
O -3.673483 -3.085829 -4.880331 0.50 0.91 -0.32
H -2.608642 -0.421583 -7.886588 0.12 0.03 0.02
H -1.774914 1.113256 -7.591008 -0.05 -0.01 0.06
H -3.438348 0.858369 -7.021139 0.15 0.07 0.08
H -0.947931 -0.596591 -5.934257 -0.10 -0.10 -0.04
H -1.826755 0.694624 -5.145974 -0.17 -0.21 0.09
H -2.924211 -2.917958 -7.589223 0.05 0.00 0.07
H -1.886943 -3.895488 -6.520155 -0.30 0.05 -0.04
H -1.352386 -2.310511 -7.013991 -0.13 0.12 -0.13
C 9.172341 2.969436 3.639837 -0.04 0.18 -0.11
C 8.588181 1.577703 3.505413 0.16 0.22 0.00
O 7.214250 1.633122 3.094258 -0.31 -0.35 0.30
C 6.809256 1.750346 1.817830 -0.50 0.22 -0.45
C 7.815487 2.101191 0.757795 0.42 -0.46 -0.30
O 5.636170 1.641773 1.542798 1.08 -0.05 0.34
H 9.168136 3.502042 2.686658 0.09 -0.08 0.02
H 10.200718 2.921172 4.003433 -0.06 -0.01 0.00
H 8.578616 3.565489 4.336791 0.06 -0.13 0.03
H 9.170317 0.937494 2.838572 -0.07 0.09 -0.07
H 8.593610 1.090543 4.482965 -0.26 0.00 -0.14
H 7.793013 3.178594 0.585344 -0.01 -0.08 0.01
H 7.542191 1.581305 -0.162603 -0.17 0.24 0.10
H 8.831389 1.790918 0.993465 0.02 0.20 0.08
C -5.906092 2.201945 -3.271430 -0.08 0.21 0.04
C -4.469559 1.821964 -3.568339 -0.30 -0.05 0.12
O -3.857377 2.775866 -4.450996 0.31 -0.28 -0.42
C -3.298747 3.931538 -4.049716 0.19 0.69 -0.23
C -3.531092 4.409254 -2.643639 0.35 -0.22 0.56
O -2.675383 4.607594 -4.835307 -0.40 -0.69 0.25
H -5.971048 3.165211 -2.761049 0.02 -0.09 0.07
H -6.381547 1.446000 -2.643380 0.04 0.02 -0.05
H -6.473788 2.298336 -4.199936 0.07 -0.12 0.04
H -3.872232 1.685750 -2.663722 -0.02 0.12 -0.02
H -4.453536 0.864788 -4.094888 0.18 0.19 -0.10
H -4.361836 5.116948 -2.638631 0.07 -0.05 -0.01
H -2.625803 4.910914 -2.295901 -0.18 0.13 -0.21
H -3.729145 3.609600 -1.932842 -0.20 0.03 -0.05
```
Forces are in eV/Å.

* 2S+1: 1
* maximum force: 4.50 eV/Å
* calculated total energy: -61622.4226 eV
* LUMO energy: 0.01111 hartree
* E_HOMO: -9.21 eV
* net charge: 0
* SMILES string: CCCCC[C@@]1(S)NC(=O)[C@@H](CCCC(=O)OCC)[C@H]1O.CCOC(C)=O.CCOC(C)=O.CCOC(C)=O
* gap between HOMO and LUMO: 0.3496 hartree



2.
Here is a structure of composition C27H51NO2RhSi2 from the Open Molecules 2025 dataset. Energies are from ωB97M-V/def2-TZVPD.

The geometry in XYZ format:
```
84
Properties=species:S:1:pos:R:3:forces:R:3
O 0.935759 -0.409667 -2.256385 -0.90 -0.80 -0.61
O -0.631565 -2.791426 -1.960146 -0.43 0.44 -0.07
C 0.271124 0.193616 -3.519940 0.75 -0.77 1.14
C 1.179748 1.341950 -3.833696 0.73 -0.19 0.12
H -0.754521 0.458930 -3.233216 0.41 -0.15 0.02
H 0.296414 -0.647559 -4.223880 -0.36 0.61 0.04
H 1.346686 1.963393 -2.936283 -0.21 -0.23 -0.44
H 0.764659 1.950133 -4.617363 -0.09 0.28 -0.40
H 2.162396 0.939279 -4.159191 -0.53 0.45 0.05
C 2.163868 -1.327472 -2.552611 -0.92 0.29 0.20
C 2.055971 -2.184690 -3.790141 0.02 -0.39 -0.17
H 2.309826 -1.953056 -1.666915 -0.22 0.51 0.04
H 2.918577 -0.548024 -2.643740 0.17 -0.38 0.13
H 1.279119 -2.966495 -3.782831 0.06 0.62 0.27
H 2.999557 -2.746200 -3.853970 -0.04 0.29 0.05
H 1.981495 -1.591158 -4.699936 0.07 -0.09 -0.05
C -0.330259 -3.724199 -0.934323 0.38 -0.16 0.00
C -1.894086 -2.911056 -2.629204 0.21 0.03 -0.21
C 0.626005 -4.789505 -1.441157 -0.07 -0.53 0.18
H -1.231292 -4.182993 -0.498104 0.08 0.22 -0.21
H 0.170954 -3.145567 -0.151824 -0.13 -0.04 0.17
H 0.144872 -5.385322 -2.228072 0.27 0.11 0.18
H 0.897494 -5.464094 -0.615094 -0.08 0.13 -0.25
H 1.560342 -4.365967 -1.829215 -0.25 0.02 0.04
C -1.905153 -4.045003 -3.647770 -0.36 0.16 0.34
H -2.028691 -1.948135 -3.144078 -0.03 -0.20 0.19
H -2.718224 -3.027156 -1.903674 0.31 0.06 -0.12
H -1.051995 -3.990218 -4.322668 0.07 0.00 0.06
H -2.814518 -3.966729 -4.248001 0.02 -0.12 0.03
H -1.913354 -5.004272 -3.127200 0.03 -0.04 -0.22
H 0.208322 -0.669783 -1.575064 1.18 -0.18 -0.96
Rh 0.404997 1.148220 1.058878 -2.17 -0.75 0.05
C -1.020522 0.192712 -0.268742 -1.05 0.75 1.04
Si -2.849659 0.406371 0.347601 -0.17 -0.40 -0.76
H -0.855772 0.786059 -1.162360 -0.12 0.23 -0.21
H -0.749731 -0.859358 -0.400832 -0.29 -0.21 0.20
C -3.914387 0.583224 -1.216571 -0.01 -0.29 0.36
C -3.431443 1.842583 1.425485 0.57 0.11 0.29
C -3.339179 -1.178488 1.233002 0.24 -0.07 0.08
C 2.096002 1.451885 0.126761 2.68 0.64 -0.38
Si 3.448691 0.439276 1.014529 0.25 0.75 -0.79
H 2.351558 2.530817 0.159240 0.10 -0.55 0.03
H 1.990957 1.164735 -0.932454 -0.04 -0.05 0.38
C 4.755700 0.111760 -0.311275 0.29 -0.19 0.03
C 2.810483 -1.174382 1.697894 -0.14 -0.61 0.15
C 4.259724 1.419676 2.382414 0.01 0.20 0.15
H -2.797375 -2.036138 0.809548 -0.17 0.07 0.14
H -4.413308 -1.349662 1.104362 0.12 -0.02 0.07
H -3.124719 -1.122943 2.311976 -0.08 -0.08 -0.35
H -3.575445 1.421869 -1.822080 0.01 0.10 -0.12
H -4.961461 0.769538 -0.937463 0.23 -0.04 -0.09
H -3.889083 -0.327949 -1.822515 0.03 0.09 -0.05
H -2.846095 2.759487 1.262892 -0.18 -0.17 0.13
H -3.408459 1.586867 2.501475 0.10 0.16 -0.45
H -4.474344 2.059064 1.164964 0.18 -0.09 -0.02
H 3.132215 -2.026756 1.078455 -0.09 0.16 0.20
H 1.711739 -1.195961 1.758984 0.28 -0.05 0.01
H 3.203578 -1.328704 2.713015 -0.10 -0.06 -0.23
H 5.102280 0.853795 2.813104 -0.28 0.15 -0.13
H 3.552400 1.642786 3.193807 0.17 -0.01 -0.15
H 4.655548 2.375056 2.003763 -0.12 -0.27 0.12
H 5.718987 -0.150998 0.150864 -0.18 0.02 -0.15
H 4.917630 1.007564 -0.925461 -0.03 -0.13 0.16
H 4.487195 -0.711194 -0.987605 0.05 0.13 0.16
C -1.526629 -0.422991 4.694443 0.26 0.05 -0.50
C -1.975714 0.739453 5.335264 0.28 0.21 -0.44
C -1.619622 1.982196 4.814768 0.08 0.05 -0.27
C -0.842757 2.043075 3.642166 -1.11 -0.59 0.51
N -0.482437 0.897471 3.023981 1.01 -0.25 0.34
C -0.758748 -0.310655 3.527588 -0.72 0.60 1.22
C -0.559542 3.279387 2.907728 -0.41 0.74 -0.01
C -1.006192 4.554002 3.321888 0.63 -0.68 -0.63
C -0.766556 5.646305 2.484209 -0.28 -0.05 0.43
C -0.129027 5.479773 1.255853 0.51 -0.29 -0.89
C 0.271853 4.199089 0.821126 -0.44 0.70 0.84
C 0.021438 3.115941 1.654844 0.01 0.35 -0.66
H -1.783777 -1.406729 5.061193 0.01 0.03 0.09
H -2.614933 0.682708 6.212146 0.15 -0.06 -0.12
H -1.988999 2.926103 5.238005 0.23 -0.68 0.01
H -0.369552 -1.177629 2.994688 -0.17 0.21 0.11
H -1.542619 4.629554 4.257840 0.08 0.43 -0.01
H -1.102216 6.635262 2.799162 0.12 -0.25 -0.15
H 0.059261 6.335751 0.588595 -0.20 -0.33 0.51
H 0.768531 4.019572 -0.135450 -0.22 0.37 0.19
```
Forces are in eV/Å.

* 2S+1: 5
* maximum force: 2.78 eV/Å
* calculated total energy: -53164.1259 eV
* ΔE to the lowest compared entry with this formula, charge and spin: 0.000 eV
* LUMO energy (spin up / spin down): -0.07528 / -0.13364 hartree
* E_HOMO (spin up / spin down): -8.23 / -10.78 eV
* net charge: +1
* gap between HOMO and LUMO (spin up / spin down): 0.2272 / 0.2625 hartree
* expectation value of S²: 6.008